{
  "formula": "C28H35F21O14",
  "method": "ωB97M-V/def2-TZVPD",
  "species": ["C", "C", "O", "C", "O", "C", "F", "F", "F", "H", "H", "H", "H", "H", "C", "C", "O", "C", "O", "C", "F", "F", "F", "H", "H", "H", "H", "H", "C", "C", "O", "C", "O", "C", "F", "F", "F", "H", "H", "H", "H", "H", "C", "C", "O", "C", "O", "C", "F", "F", "F", "H", "H", "H", "H", "H", "C", "C", "O", "C", "O", "C", "F", "F", "F", "H", "H", "H", "H", "H", "C", "C", "O", "C", "O", "C", "F", "F", "F", "H", "H", "H", "H", "H", "C", "C", "O", "C", "O", "C", "F", "F", "F", "H", "H", "H", "H", "H"],
  "positions_angstrom": [[2.314, 3.075, 0.528], [1.634, 2.057, -0.344], [0.224, 1.908, -0.089], [-0.666, 1.222, -0.927], [-0.302, 0.615, -1.947], [-2.154, 1.348, -0.510], [-2.775, 1.632, -1.643], [-2.613, 0.200, -0.045], [-2.304, 2.281, 0.381], [1.972, 4.079, 0.276], [3.404, 3.066, 0.548], [2.121, 2.951, 1.593], [1.995, 1.101, 0.036], [1.891, 2.146, -1.400], [-3.766, -3.135, -5.066], [-5.059, -3.275, -5.941], [-5.114, -4.629, -6.361], [-4.444, -5.174, -7.414], [-3.626, -4.573, -8.073], [-4.860, -6.655, -7.620], [-3.775, -7.415, -7.518], [-5.810, -7.054, -6.847], [-5.289, -6.766, -8.841], [-3.971, -3.732, -4.177], [-3.632, -2.078, -4.841], [-2.818, -3.505, -5.456], [-5.100, -2.587, -6.785], [-6.007, -2.961, -5.504], [2.848, -7.524, 1.818], [3.020, -7.188, 0.325], [3.338, -5.775, 0.213], [3.404, -5.127, -0.970], [3.012, -5.673, -2.015], [4.015, -3.679, -0.888], [3.195, -2.867, -1.570], [4.088, -3.257, 0.341], [5.237, -3.542, -1.372], [3.814, -7.318, 2.279], [2.691, -8.592, 1.969], [2.019, -7.038, 2.333], [2.022, -7.316, -0.093], [3.750, -7.899, -0.063], [7.552, 0.637, 1.766], [8.603, 1.675, 1.626], [9.769, 1.336, 2.337], [10.873, 0.885, 1.718], [10.862, 0.423, 0.562], [12.148, 1.024, 2.570], [13.075, 1.604, 1.789], [11.969, 1.903, 3.579], [12.612, -0.126, 3.038], [7.250, 0.549, 2.810], [7.939, -0.334, 1.455], [6.696, 0.887, 1.138], [8.211, 2.602, 2.044], [8.766, 1.708, 0.549], [-2.662, -5.113, 1.401], [-3.880, -4.889, 2.287], [-4.105, -3.544, 2.551], [-5.189, -3.052, 3.039], [-6.261, -3.640, 3.192], [-5.039, -1.581, 3.644], [-5.348, -1.587, 4.933], [-3.796, -1.148, 3.423], [-5.900, -0.759, 3.057], [-2.649, -6.181, 1.181], [-1.762, -4.937, 1.990], [-2.703, -4.509, 0.495], [-3.846, -5.450, 3.222], [-4.756, -5.231, 1.737], [-8.526, 1.538, 0.236], [-9.303, 2.593, 0.974], [-9.025, 2.404, 2.341], [-9.838, 3.039, 3.292], [-10.773, 3.703, 3.027], [-9.418, 2.807, 4.748], [-9.861, 3.727, 5.646], [-9.909, 1.622, 5.122], [-8.066, 2.804, 4.805], [-8.808, 1.717, -0.801], [-8.886, 0.535, 0.464], [-7.468, 1.694, 0.449], [-10.371, 2.500, 0.776], [-9.085, 3.580, 0.564], [2.989, 10.278, -0.801], [3.624, 8.991, -1.158], [4.664, 8.784, -0.188], [5.493, 7.691, -0.214], [5.521, 6.838, -1.164], [6.147, 7.441, 1.136], [5.478, 6.568, 1.769], [7.396, 6.959, 0.940], [6.265, 8.506, 2.007], [3.622, 11.128, -1.056], [2.703, 10.399, 0.243], [2.085, 10.483, -1.374], [4.141, 8.957, -2.117], [2.862, 8.213, -1.116]],
  "mulliken_charge": [-1.183, -0.086, -0.244, 0.361, -0.556, 0.899, -0.249, -0.246, -0.229, 0.281, 0.374, 0.343, 0.193, 0.340, -0.975, -0.304, -0.271, 0.369, -0.526, 0.883, -0.251, -0.233, -0.258, 0.286, 0.333, 0.306, 0.317, 0.325, -1.180, -0.163, -0.202, 0.387, -0.547, 0.856, -0.242, -0.240, -0.253, 0.327, 0.394, 0.298, 0.267, 0.296, -1.143, -0.117, -0.275, 0.451, -0.546, 0.791, -0.248, -0.240, -0.229, 0.321, 0.308, 0.342, 0.252, 0.334, -1.121, -0.274, -0.183, 0.399, -0.567, 0.862, -0.243, -0.239, -0.248, 0.386, 0.297, 0.306, 0.319, 0.307, -1.105, -0.289, -0.186, 0.235, -0.478, 0.898, -0.236, -0.228, -0.230, 0.396, 0.291, 0.276, 0.337, 0.321, -1.220, -0.095, -0.196, 0.336, -0.555, 0.880, -0.218, -0.243, -0.250, 0.312, 0.315, 0.389, 0.296, 0.249],
  "molar_mass_g_mol": 994.53,
  "homo_energy_ev": -11.1492,
  "smiles": "CCOC(=O)C(F)(F)F.CCOC(=O)C(F)(F)F.CCOC(=O)C(F)(F)F.CCOC(=O)C(F)(F)F.CCOC(=O)C(F)(F)F.CCOC(=O)C(F)(F)F.CCOC(=O)C(F)(F)F",
  "e_above_lowest_kcal_mol": 105.37,
  "total_charge": 0,
  "e_tot_ev": -115334.2166
}

{
  "formula": "C28H35F3N4O3P2PtS",
  "method": "ωB97M-V/def2-TZVPD",
  "species": ["Pt", "C", "C", "C", "C", "C", "C", "C", "C", "C", "H", "H", "H", "H", "H", "H", "H", "H", "H", "H", "H", "H", "H", "H", "H", "P", "P", "N", "N", "N", "N", "C", "C", "C", "C", "C", "C", "C", "C", "C", "C", "C", "C", "C", "C", "C", "C", "C", "C", "H", "H", "H", "H", "H", "H", "H", "H", "H", "H", "H", "H", "H", "H", "H", "H", "H", "H", "H", "H", "F", "C", "F", "F", "S", "O", "O", "O"],
  "positions_angstrom": [[-1.933, -0.052, 2.106], [3.155, -1.190, 2.750], [2.859, -0.005, 2.149], [2.420, 0.201, 0.735], [1.115, -0.567, 0.318], [1.038, -2.002, 0.712], [1.935, -2.965, 0.783], [3.427, -2.684, 0.664], [3.873, -2.266, 2.093], [-1.594, -1.782, 3.249], [3.219, -1.158, 3.861], [2.752, 0.873, 2.736], [3.236, 0.084, 0.000], [2.101, 1.236, 0.569], [0.201, -0.092, 0.781], [1.026, -0.482, -0.786], [0.042, -2.264, 1.039], [1.642, -3.958, 1.231], [3.705, -1.939, -0.107], [3.898, -3.616, 0.299], [3.717, -3.126, 2.744], [4.937, -1.939, 2.004], [-0.506, -1.700, 3.155], [-1.929, -2.682, 2.660], [-1.611, -2.049, 4.336], [-1.913, -0.712, -0.903], [-0.044, 2.460, -0.384], [-1.532, -1.947, -2.233], [-3.612, -0.678, -1.503], [1.034, 2.730, -1.769], [-0.439, 4.236, -0.317], [-1.396, 0.681, -2.071], [-1.568, 2.035, -1.409], [-1.366, -3.299, -1.928], [-1.185, -4.010, -3.113], [-1.205, -3.063, -4.174], [-1.384, -1.817, -3.615], [-4.693, -0.885, -0.643], [-5.870, -0.895, -1.395], [-5.497, -0.678, -2.771], [-4.127, -0.540, -2.795], [2.403, 2.415, -1.769], [2.957, 2.626, -3.019], [1.885, 3.056, -3.864], [0.724, 3.096, -3.101], [-0.081, 5.337, -1.107], [-0.859, 6.432, -0.770], [-1.752, 5.995, 0.286], [-1.478, 4.663, 0.523], [-1.985, 0.717, -3.010], [-0.345, 0.532, -2.389], [-1.823, 2.854, -2.105], [-2.377, 1.982, -0.680], [-1.394, -3.613, -0.903], [-1.047, -5.083, -3.199], [-1.097, -3.273, -5.250], [-1.484, -0.870, -4.126], [-4.490, -1.023, 0.397], [-6.862, -1.043, -1.019], [-6.151, -0.636, -3.629], [-3.484, -0.374, -3.653], [2.912, 2.149, -0.839], [3.998, 2.520, -3.286], [1.965, 3.289, -4.922], [-0.271, 3.372, -3.397], [0.715, 5.265, -1.817], [-0.821, 7.425, -1.205], [-2.516, 6.601, 0.781], [-1.919, 3.967, 1.213], [3.146, -2.921, 7.178], [2.901, -2.343, 5.992], [3.862, -1.376, 5.849], [3.067, -3.323, 5.051], [1.152, -1.568, 5.728], [0.251, -2.712, 5.928], [1.168, -0.523, 6.739], [1.202, -1.103, 4.334]],
  "mulliken_charge": [0.722, -0.491, -1.728, -0.067, 1.747, 0.015, -1.107, -0.839, -0.571, -0.582, 0.608, 0.506, 0.605, -0.041, -0.862, 0.014, 0.419, 0.329, 0.255, 0.503, 0.284, 0.346, -0.342, 0.284, 0.470, -0.178, 0.060, 0.524, 0.548, 0.476, 0.238, -0.957, -1.479, -0.470, -0.707, -0.750, -0.151, -0.280, -0.667, -0.663, -0.040, -0.150, -0.860, -0.683, -0.327, -0.238, -0.676, -0.560, -0.374, 0.244, 0.878, 0.480, 0.801, 0.434, 0.458, 0.441, 0.418, 0.521, 0.478, 0.470, 0.347, 0.744, 0.485, 0.518, 0.537, 0.461, 0.447, 0.431, 0.418, -0.214, 0.645, -0.216, -0.208, 1.108, -0.424, -0.449, -0.363],
  "molar_mass_g_mol": 821.70,
  "homo_energy_ev": [-13.0911, -13.0095],
  "multiplicity": 5,
  "e_above_lowest_kcal_mol": 97.37,
  "total_charge": 2,
  "e_tot_ev": -82490.1573
}

{
  "formula": "C28H35GaN2O2P",
  "method": "ωB97M-V/def2-TZVPD",
  "species": ["Ga", "O", "C", "O", "C", "C", "C", "C", "C", "N", "H", "H", "H", "H", "C", "C", "C", "P", "C", "C", "C", "C", "C", "C", "C", "C", "C", "C", "N", "C", "C", "C", "C", "C", "C", "C", "C", "C", "H", "H", "H", "H", "H", "H", "H", "H", "H", "H", "H", "H", "H", "H", "H", "H", "H", "H", "H", "H", "H", "H", "H", "H", "H", "H", "H", "H", "H", "H", "H"],
  "positions_angstrom": [[-0.963, 0.929, 0.501], [-2.696, 4.216, -0.870], [-2.079, 3.348, -0.290], [-1.452, 2.242, -0.784], [-2.064, 3.314, 1.217], [-2.683, 4.347, 1.987], [-2.590, 4.225, 3.377], [-1.942, 3.131, 3.963], [-1.475, 2.109, 3.205], [-1.453, 2.249, 1.824], [-3.168, 5.126, 1.434], [-2.988, 4.955, 4.079], [-1.903, 3.080, 5.015], [-1.096, 1.191, 3.680], [-3.182, -0.463, -1.525], [-2.772, -1.715, -0.750], [-2.299, -2.807, -1.697], [-1.474, -1.343, 0.530], [-1.970, -2.135, 2.170], [-0.730, -2.627, 2.991], [-3.035, -3.252, 2.087], [0.122, -1.934, -0.029], [0.533, -3.300, 0.001], [1.870, -3.657, -0.247], [2.221, -5.127, -0.266], [2.838, -2.657, -0.438], [2.450, -1.337, -0.371], [1.121, -0.934, -0.255], [0.800, 0.434, -0.237], [1.537, 1.349, -1.003], [1.735, 1.179, -2.422], [1.045, 0.057, -3.182], [2.644, 2.009, -3.082], [3.378, 3.054, -2.414], [4.465, 3.852, -3.082], [3.064, 3.249, -1.093], [2.232, 2.399, -0.380], [2.200, 2.459, 1.122], [-4.107, -0.680, -2.042], [-2.425, -0.236, -2.258], [-3.305, 0.405, -0.905], [-3.613, -2.077, -0.129], [-1.379, -2.597, -2.273], [-3.116, -2.995, -2.437], [-2.219, -3.795, -1.236], [-2.418, -1.305, 2.779], [-0.432, -3.637, 2.699], [-0.949, -2.610, 4.076], [0.193, -2.043, 2.895], [-2.584, -4.136, 1.579], [-3.909, -2.909, 1.482], [-3.385, -3.573, 3.067], [-0.164, -4.086, 0.177], [2.331, -5.527, 0.736], [3.151, -5.267, -0.835], [1.392, -5.675, -0.760], [3.852, -2.910, -0.731], [3.166, -0.570, -0.529], [0.283, -0.393, -2.569], [1.736, -0.704, -3.502], [0.606, 0.494, -4.109], [2.772, 1.879, -4.133], [5.423, 3.578, -2.668], [4.310, 4.913, -2.867], [4.500, 3.715, -4.192], [3.484, 4.115, -0.569], [2.766, 3.321, 1.473], [2.624, 1.512, 1.538], [1.169, 2.576, 1.480]],
  "mulliken_charge": [-0.323, -0.609, 0.361, -0.302, 0.694, -0.919, -0.266, -0.811, -0.005, 0.511, 0.585, 0.418, 0.474, 0.449, -1.617, 0.624, -1.507, 0.876, 0.698, -1.521, -1.251, 0.368, -0.705, 0.706, -1.497, -0.999, -0.907, -0.133, 0.789, -0.722, 1.152, -1.467, -0.911, 0.551, -1.467, -0.854, 1.055, -1.169, 0.533, 0.388, 0.288, 0.245, 0.217, 0.462, 0.316, 0.327, 0.379, 0.439, 0.327, 0.246, 0.382, 0.408, 0.491, 0.289, 0.377, 0.370, 0.379, 0.589, -0.134, 0.340, 0.524, 0.429, 0.313, 0.366, 0.331, 0.333, 0.467, 0.211, 0.020],
  "molar_mass_g_mol": 532.30,
  "homo_energy_ev": -9.9116,
  "total_charge": 1,
  "e_tot_ev": -98340.5142
}